Formula: C17H32BrCl5K3MgN2O9S2
Source: the Open Molecules 2025 dataset
Level of theory: the ωB97M-V functional and the def2-TZVPD basis

The orbital gap (spin up / spin down) comes out at 3.0 / 3.1 eV. For the energy, the calculation gives -248277.33079 eV. The LUMO energy (spin up / spin down) is -2.978 / -2.884 eV. For the HOMO energy (spin up / spin down), the calculation gives -0.2191 / -0.2188 Eh. The value obtained for the largest force on an atom is 10.1 eV/Å. As for the molar mass: 871.3 g/mol.

ORCA input file:
```
! wB97M-V def2-TZVPD RIJCOSX def2/J DEFGRID3
* xyz 0 2
C 3.6588 1.6838 0.2593
C 2.1613 2.1383 -0.3360
C 2.4808 3.0094 -1.6876
C 1.5422 3.1572 0.7866
C -0.0572 3.4600 0.6175
S -0.6577 4.0677 2.3268
C -0.4400 4.6505 -0.4389
O -1.3368 4.4919 -1.4515
O 0.1660 5.9863 -0.3169
C -0.8043 2.0287 0.3687
C -0.0820 1.0251 -0.7049
C -0.5613 1.3188 -2.2802
C -0.7257 -0.4881 -0.3798
N 1.4066 0.8552 -0.5478
O 1.9413 0.0664 -1.4961
H 3.5585 0.6105 0.7625
H 4.3290 1.5022 -0.7106
H 4.1209 2.4903 0.9792
H 1.5786 3.6481 -2.0825
H 3.3292 3.7895 -1.3940
H 2.9493 2.2943 -2.4957
H 2.0989 4.2044 0.6929
H 1.7257 2.7523 1.8872
H -2.0698 3.8494 2.4005
H -1.9281 2.1797 -0.0041
H -0.8917 1.4868 1.4197
H -1.7077 1.5290 -2.3785
H 0.1060 2.1079 -2.8252
H -0.3681 0.2834 -2.8409
H -0.2247 -0.8831 0.6254
H -1.8835 -0.3865 -0.1827
H -0.4453 -1.2451 -1.2298
C -2.7119 -3.4662 0.5180
C -2.6318 -3.4658 -0.9766
O -1.9375 -2.7417 -1.6598
N -3.3476 -4.4010 -1.7564
C -4.7903 -4.1042 -1.8614
H -2.1397 -2.6233 0.9148
H -3.7516 -3.3606 0.8364
H -2.2964 -4.3989 0.9069
H -3.2164 -5.3308 -1.3500
H -2.9002 -4.3281 -2.6775
H -5.2352 -4.1481 -0.8642
H -5.2356 -4.8677 -2.5031
H -4.9130 -3.1137 -2.3076
K 0.2644 0.8411 2.5910
O 1.7403 4.2152 -5.2180
S 2.9644 5.0346 -5.1568
O 3.9085 4.4366 -4.1953
O 2.6201 6.4006 -4.7224
O 3.5885 5.0858 -6.4914
C 4.7644 6.6522 1.2491
Cl 3.0500 6.6009 0.7665
Cl 4.8933 6.4093 3.0094
Cl 5.6580 5.3627 0.4046
Cl 5.4561 8.2359 0.8159
Mg 4.1644 4.9326 -2.2920
Br 1.7644 2.5273 -4.4867
C -2.0154 -6.1975 4.4222
C -1.1658 -5.7777 3.2112
C 0.3045 -5.6471 3.6427
O -1.5806 -4.5861 2.8180
H -1.9614 -5.4726 5.2452
H -3.0716 -6.3175 4.1494
H -1.6690 -7.1611 4.8146
H -1.1993 -6.6257 2.5127
H 0.4449 -4.9018 4.4366
H 0.9469 -5.3643 2.7991
H 0.6747 -6.6051 4.0271
K -3.6356 -5.9344 2.6819
K -4.8356 -6.2687 -1.4238
Cl -3.9356 -7.1898 5.8269
*
```

Atom charges from the Mulliken analysis, given in e for atoms 1 to 8: number 1, C, carries -1.170; number 2, C, carries 1.288; number 3, C, carries -1.852; number 4, C, carries -0.693; number 5, C, carries 1.326; number 6, S, carries -0.243; number 7, C, carries 0.002; number 8, O, carries -0.635


Formula: C2H5N3OS
Source: the Open Molecules 2025 dataset
Level of theory: the ωB97M-V functional and the def2-TZVPD basis

The orbital gap comes out at 8.1 eV. For the energy, the calculation gives -19501.89820 eV. The LUMO energy is -0.650 eV. For the HOMO energy, the calculation gives -0.3202 Eh. The value obtained for the largest force on an atom is 8.1 eV/Å. As for the molar mass: 119.1 g/mol.

ORCA input file:
```
! wB97M-V def2-TZVPD RIJCOSX def2/J DEFGRID3
* xyz 0 1
C 0.7742 -0.8840 -0.1799
C -0.9311 0.7447 -0.5741
H 0.8941 1.5045 -0.1907
H 0.7121 -2.0040 0.2325
H -0.5210 -0.8935 -1.6941
H -1.1074 1.2655 -1.5226
H -1.0319 -1.5568 1.3556
N 1.7617 -0.2255 0.4190
N -0.2912 -0.5398 -0.8308
N -1.1326 1.1215 0.6498
O 1.6917 1.1579 0.3949
S -0.8185 0.3096 1.9405
*
```

Atom charges from the Mulliken analysis, given in e for atoms 1 to 8: number 1, C, carries -0.206; number 2, C, carries -0.206; number 3, H, carries 0.399; number 4, H, carries 0.406; number 5, H, carries 0.197; number 6, H, carries 0.344; number 7, H, carries 0.094; number 8, N, carries -0.246


Formula: C5H8O
Source: the Open Molecules 2025 dataset
Level of theory: the ωB97M-V functional and the def2-TZVPD basis

The SMILES is C=CC=O.C=C. The orbital gap comes out at 10.2 eV. For the energy, the calculation gives -7359.87097 eV. The LUMO energy is 0.296 eV. For the HOMO energy, the calculation gives -0.3643 Eh. The value obtained for the largest force on an atom is 1.0 eV/Å. As for the molar mass: 84.1 g/mol.

ORCA input file:
```
! wB97M-V def2-TZVPD RIJCOSX def2/J DEFGRID3
* xyz 0 1
C 0.3567 1.6283 0.8872
C 1.1289 0.8686 0.1191
C 1.6114 -0.4490 0.5673
O 2.5889 -0.9877 0.1002
H -0.0141 1.2390 1.8341
H 0.0538 2.6267 0.5880
H 1.4368 1.1636 -0.8804
H 1.0298 -0.9354 1.3798
C -1.7106 -1.2478 -0.3749
C -1.0455 -0.5062 -1.2636
H -1.2555 -2.1424 0.0403
H -2.6626 -0.9537 0.0984
H 0.0053 -0.6615 -1.5595
H -1.4225 0.4538 -1.5975
*
```

Atom charges from the Mulliken analysis, given in e for atoms 1 to 8: number 1, C, carries -0.666; number 2, C, carries -0.073; number 3, C, carries -0.061; number 4, O, carries -0.481; number 5, H, carries 0.244; number 6, H, carries 0.268; number 7, H, carries 0.421; number 8, H, carries 0.328


Formula: C30H18BrCrF4N3O2P
Source: the Open Molecules 2025 dataset
Level of theory: the ωB97M-V functional and the def2-TZVPD basis

The orbital gap (spin up / spin down) comes out at 6.7 / 7.9 eV. For the energy, the calculation gives -158575.99084 eV. The LUMO energy (spin up / spin down) is -8.281 / -7.062 eV. For the HOMO energy (spin up / spin down), the calculation gives -0.5503 / -0.5492 Eh. The value obtained for the largest force on an atom is 0.2 eV/Å. As for the molar mass: 691.4 g/mol.

ORCA input file:
```
! wB97M-V def2-TZVPD RIJCOSX def2/J DEFGRID3
* xyz 2 4
Cr 0.6624 0.0000 -0.0546
O 1.3547 -1.4770 3.6064
C 0.9902 -1.2222 2.4993
N 1.0642 -0.0013 1.8288
C 0.9948 1.2194 2.4999
O 1.3579 1.4715 3.6082
C 0.2512 2.2125 1.6379
C -0.0288 3.4824 2.0873
C -0.8267 4.3034 1.3005
C -1.3161 3.8186 0.0965
C -0.9775 2.5412 -0.3058
N -0.1972 1.7511 0.4475
C 0.2457 -2.2133 1.6356
C -0.0370 -3.4831 2.0834
C -0.8362 -4.3016 1.2953
C -1.3240 -3.8146 0.0915
C -0.9826 -2.5374 -0.3092
N -0.2011 -1.7497 0.4454
H 0.3605 3.7873 3.0492
H -1.0761 5.3030 1.6306
H -1.9565 4.4176 -0.5348
H -1.3288 2.1395 -1.2454
H 0.3510 -3.7898 3.0452
H -1.0878 -5.3010 1.6243
H -1.9651 -4.4116 -0.5408
H -1.3323 -2.1340 -1.2487
F 6.2945 0.0040 -4.5396
C 5.0593 0.0033 -4.1009
C 3.9986 0.0041 -4.9939
F 4.2229 0.0056 -6.2886
C 2.6985 0.0033 -4.5066
F 1.6977 0.0038 -5.3774
C 2.4205 0.0020 -3.1457
P 0.6817 0.0000 -2.6158
C 0.0452 -1.5456 -3.3217
C -1.2438 -1.7250 -3.8199
C -1.6687 -2.9881 -4.2088
C -0.8230 -4.0813 -4.0914
C 0.4573 -3.9115 -3.5822
C 0.8893 -2.6528 -3.1961
C 0.0393 1.5431 -3.3215
C 0.8908 2.6474 -3.2224
C 0.4564 3.9050 -3.6092
C -0.8336 4.0770 -4.0923
C -1.6869 2.9870 -4.1824
C -1.2596 1.7251 -3.7925
C 3.5069 0.0009 -2.2745
Br 3.2748 -0.0024 -0.3852
C 4.8093 0.0015 -2.7308
F 5.8266 0.0004 -1.8871
H -1.9332 -0.9037 -3.9244
H -2.6638 -3.1120 -4.6144
H -1.1572 -5.0611 -4.4048
H 1.1271 -4.7565 -3.4966
H 1.8961 -2.5426 -2.8092
H 1.9050 2.5355 -2.8560
H 1.1317 4.7475 -3.5444
H -1.1699 5.0559 -4.4064
H -2.6902 3.1127 -4.5667
H -1.9560 0.9069 -3.8729
*
```

Atom charges from the Mulliken analysis, given in e for atoms 1 to 8: number 1, Cr, carries 0.177; number 2, O, carries -0.511; number 3, C, carries -0.240; number 4, N, carries 0.143; number 5, C, carries -0.240; number 6, O, carries -0.512; number 7, C, carries 0.687; number 8, C, carries -0.650


Formula: C4H15NO3
Source: the Open Molecules 2025 dataset
Level of theory: the ωB97M-V functional and the def2-TZVPD basis

The SMILES is C[C@H](O)[C@@H](C)N.O.O. The orbital gap comes out at 9.9 eV. For the energy, the calculation gives -12022.75984 eV. The LUMO energy is 0.425 eV. For the HOMO energy, the calculation gives -0.3478 Eh. The value obtained for the largest force on an atom is 3.0 eV/Å. As for the molar mass: 125.2 g/mol.

ORCA input file:
```
! wB97M-V def2-TZVPD RIJCOSX def2/J DEFGRID3
* xyz 0 1
C 0.8329 1.7231 0.8595
C -0.2691 0.6884 0.5714
O -0.1118 -0.5540 1.2673
C -0.4004 0.2868 -0.9099
C -0.2638 1.6060 -1.8184
N 0.7069 -0.5734 -1.3628
H 0.9704 1.8407 1.9414
H 0.4983 2.5654 0.2683
H 1.8808 1.4579 0.4692
H -1.1331 1.1191 1.0870
H -0.2259 -1.3314 0.7258
H -1.3716 -0.1029 -1.2221
H -0.6982 2.4702 -1.3164
H -0.6482 1.3544 -2.7994
H 0.8066 1.7685 -1.9854
H 1.5269 -0.0234 -1.5639
H 0.8953 -1.4732 -0.9695
O -3.2907 -1.9276 -0.1004
H -3.7332 -1.9655 -0.9648
H -2.4821 -2.4009 -0.3397
O 2.1942 -2.5105 2.8974
H 2.2356 -1.6339 3.3101
H 2.0802 -2.3837 1.9553
*
```

Atom charges from the Mulliken analysis, given in e for atoms 1 to 8: number 1, C, carries -1.367; number 2, C, carries 0.619; number 3, O, carries -0.545; number 4, C, carries 0.140; number 5, C, carries -1.419; number 6, N, carries -0.484; number 7, H, carries 0.395; number 8, H, carries 0.333


Formula: C2H8N2O2
Source: the Open Molecules 2025 dataset
Level of theory: the ωB97M-V functional and the def2-TZVPD basis

The SMILES is O=CO.NCN. The orbital gap comes out at 9.3 eV. For the energy, the calculation gives -9278.60375 eV. The LUMO energy is 0.551 eV. For the HOMO energy, the calculation gives -0.3216 Eh. The value obtained for the largest force on an atom is 1.0 eV/Å. As for the molar mass: 92.1 g/mol.

ORCA input file:
```
! wB97M-V def2-TZVPD RIJCOSX def2/J DEFGRID3
* xyz 0 1
O -1.2229 -0.0152 -1.3985
C -0.8109 1.0550 -1.7222
O -0.7925 2.1037 -0.8768
H -0.4561 1.2960 -2.7369
H -0.1578 2.7709 -1.1690
N -0.3386 -1.4647 1.2023
C 0.7127 -0.5111 1.4396
N 2.1057 -0.8860 1.0681
H -0.2014 -2.3564 1.6708
H -0.4773 -1.6278 0.2149
H 0.6960 -0.2097 2.4828
H 0.5070 0.3847 0.8552
H 2.0229 -1.5078 0.2629
H 2.4522 -1.5436 1.7647
*
```

Atom charges from the Mulliken analysis, given in e for atoms 1 to 8: number 1, O, carries -0.424; number 2, C, carries 0.164; number 3, O, carries -0.413; number 4, H, carries 0.338; number 5, H, carries 0.343; number 6, N, carries -0.510; number 7, C, carries -0.226; number 8, N, carries -0.644